# 1
The following is a quantum chemistry calculation of a molecular structure, C22H36N7O11P3STi in a non-equilibrium geometry, from OMol25.

Last column: Mulliken charge in e.
Geometry (Å):
Ti (-0.08026, 0.69355, 0.35881)  -0.97
O (-1.54414, -2.01407, -2.82158)  -0.85
C (-0.58092, -2.96134, -2.75718)  0.34
C (-0.66322, -4.01582, -3.66731)  -0.66
C (0.28287, -5.02074, -3.66326)  -0.40
C (1.33376, -4.99917, -2.74849)  -0.85
C (1.41691, -3.95750, -1.84657)  -0.87
C (0.47183, -2.92815, -1.83033)  0.49
C (0.59780, -1.84058, -0.84008)  0.91
O (-0.37336, -0.95550, -0.77750)  0.78
N (1.60380, -1.81124, -0.02511)  -1.21
N (1.38281, -0.79020, 0.88241)  1.33
C (2.10721, -0.76582, 1.93436)  -0.97
C (1.70859, -0.03117, 3.11193)  1.21
C (2.58802, 0.07696, 4.19453)  -0.78
C (2.15582, 0.53806, 5.41825)  -0.78
C (0.80558, 0.84643, 5.58827)  -0.82
C (-0.07808, 0.74066, 4.53655)  -0.56
C (0.36655, 0.35859, 3.26405)  0.05
O (-0.50452, 0.32380, 2.24975)  0.47
H (-1.33548, -1.34792, -2.13014)  -0.09
H (-1.48154, -4.01342, -4.37574)  0.49
H (0.20346, -5.82870, -4.37985)  0.41
H (2.07584, -5.78559, -2.74383)  0.45
H (2.22279, -3.91133, -1.12652)  0.48
H (2.96637, -1.42771, 1.99082)  0.42
H (3.62315, -0.20933, 4.04753)  0.44
H (2.84560, 0.63562, 6.24493)  0.41
H (0.44602, 1.17520, 6.55494)  0.43
H (-1.13055, 0.96192, 4.67747)  0.56
N (0.86272, 3.27952, -3.89523)  -0.03
C (0.18187, 2.07613, -3.26593)  0.20
C (-0.57950, 1.31209, -4.33706)  -1.75
P (-0.95712, 2.86351, -2.00421)  1.49
O (-0.10104, 4.03784, -1.52512)  -1.05
O (-2.23450, 3.19132, -2.67773)  -0.86
O (-1.10048, 1.78638, -0.87862)  -0.29
P (1.59572, 1.10893, -2.54654)  0.91
O (1.39738, -0.37386, -3.14887)  -0.53
O (2.83264, 1.72781, -3.10386)  -0.99
O (1.43943, 0.99164, -1.04680)  -0.02
H (0.40133, 3.55475, -4.75824)  0.35
H (1.86062, 3.02929, -4.02664)  0.45
H (0.78196, 4.03462, -3.18265)  0.32
H (-1.37308, 1.94451, -4.73787)  0.55
H (-1.05069, 0.43168, -3.90424)  0.20
H (0.08268, 0.96690, -5.13583)  0.44
H (0.55348, 4.52793, -0.29342)  0.00
H (2.12838, -0.59398, -3.73819)  0.30
S (-2.88562, 0.16514, 0.52771)  -0.53
C (-2.72188, -1.52725, 0.74237)  0.50
N (-1.97927, -2.04956, 1.71616)  0.03
C (-1.55957, -3.44534, 1.72303)  -0.32
C (-2.68684, -4.30068, 1.17147)  -0.82
C (-3.08478, -3.78340, -0.20005)  -0.33
N (-3.30952, -2.34314, -0.13358)  -0.08
H (-1.46433, -1.36537, 2.25385)  -0.20
H (-1.32069, -3.72053, 2.74942)  0.45
H (-0.65327, -3.56993, 1.11995)  0.11
H (-3.54129, -4.25665, 1.85001)  0.31
H (-2.36723, -5.33904, 1.09407)  0.42
H (-4.00317, -4.25733, -0.54532)  0.45
H (-2.30036, -3.99728, -0.93091)  0.05
H (-3.75098, -1.88367, -0.91420)  0.32
N (3.84771, 1.50415, 1.09765)  -0.54
C (0.97608, 4.80697, 0.57261)  -0.58
P (0.34477, 3.62455, 1.70595)  0.66
O (0.54783, 3.65462, 3.18058)  -0.87
O (0.64882, 2.24076, 1.07634)  -0.25
C (-1.48737, 3.70645, 1.53303)  -0.46
N (-1.96019, 2.79372, 2.62525)  -0.08
H (3.50026, 2.34398, 1.54734)  0.15
H (4.77593, 1.73815, 0.76018)  0.28
H (3.28112, 1.34580, 0.26789)  0.03
H (2.05756, 4.67664, 0.44728)  0.35
H (0.75636, 5.83474, 0.86692)  0.42
H (-1.86352, 3.35213, 0.57683)  0.17
H (-1.84831, 4.71238, 1.74003)  0.54
H (-2.90917, 2.99361, 2.93012)  0.41
H (-1.28433, 2.91421, 3.39989)  0.37
H (-1.90922, 1.79868, 2.33410)  -0.49

Properties
- calculated total energy (hartree) = -4343.11001
- spin multiplicity = 1
- E_HOMO (eV) = -8.083
- ΔE to the lowest compared entry with this formula, charge and spin (eV) = 0.000
- gap between HOMO and LUMO (eV) = 7.880

---

# 2
The following is a quantum chemistry calculation of 5 unconnected molecules or ions with the total composition C2H14N2O4 in a non-equilibrium geometry, from OMol25.

Last column: Mulliken charge in e.
Geometry (Å):
C (1.08117, 0.40459, 2.66325)  -1.23
N (0.35814, -2.32942, 2.38461)  -0.38
C (0.27056, -1.40235, 1.37924)  0.17
N (0.62362, -0.18464, 1.43985)  -0.48
H (0.48033, 0.14721, 3.53726)  0.41
H (1.06073, 1.49446, 2.55534)  0.32
H (2.13715, 0.21527, 2.85963)  0.34
H (0.69386, -2.13147, 3.31003)  0.19
H (0.22274, -3.29148, 2.13223)  0.22
H (-0.08526, -1.82968, 0.45400)  0.40
H (0.91462, 1.86908, -1.15444)  0.31
H (1.19277, 0.60746, -0.28507)  0.40
O (1.46192, 1.07946, -1.09530)  -0.67
H (-2.46676, 2.35611, -4.22690)  0.32
H (-2.17838, 3.16229, -5.47553)  0.32
O (-2.08452, 3.19435, -4.50909)  -0.64
H (1.26933, -1.47914, -1.75701)  0.31
H (-0.12517, -0.80835, -2.03135)  0.32
O (0.33880, -1.64605, -1.91720)  -0.64
H (-2.42054, 0.06754, 0.20748)  0.30
H (-0.97811, 0.36255, 0.02810)  0.35
O (-1.76700, 0.14223, -0.49912)  -0.64

Properties
- SMILES string = C/N=C\N.O.O.O.O
- calculated total energy (hartree) = -495.06124
- spin multiplicity = 1
- E_HOMO (eV) = -9.660
- ΔE to the lowest compared entry with this formula, charge and spin (eV) = 0.563
- gap between HOMO and LUMO (eV) = 10.233

---

# 3
The following is a quantum chemistry calculation of C13H17Cl2N3OS in the gas phase, from OMol25.

Last column: Mulliken charge in e.
Geometry (Å):
C (-2.57361, 2.83783, 1.85132)  -1.01
N (-1.95015, 2.08579, 0.78644)  -0.02
C (-2.47373, 0.73469, 0.66365)  -0.66
C (-1.51780, -0.08030, -0.22816)  -0.69
N (-0.70798, 0.77314, -1.09060)  0.26
N (0.43702, 1.23621, -0.43817)  -0.09
C (1.68468, 0.93383, -0.83394)  0.32
O (2.66589, 1.34243, -0.24762)  -0.67
C (1.79017, 0.06713, -2.07686)  -0.68
H (2.83781, -0.08195, -2.33601)  0.40
H (1.26723, 0.54344, -2.90576)  0.48
S (0.95658, -1.54122, -1.92303)  -0.10
C (1.73203, -2.29870, -0.53466)  0.46
C (2.89644, -1.84734, 0.07578)  -0.25
C (3.43102, -2.52357, 1.15734)  -0.93
C (2.80929, -3.66602, 1.63438)  0.40
C (1.65035, -4.14256, 1.03896)  -0.72
C (1.12390, -3.45524, -0.03707)  0.26
Cl (-0.31613, -4.02496, -0.79353)  -0.21
H (1.16448, -5.03166, 1.40639)  0.43
Cl (3.47484, -4.51247, 2.98218)  -0.22
H (4.33122, -2.15968, 1.62559)  0.41
H (3.39354, -0.95796, -0.27264)  0.30
H (0.31775, 1.79807, 0.40301)  0.14
C (-1.50456, 1.86999, -1.61170)  -0.80
C (-2.04984, 2.77789, -0.48975)  -0.74
H (-1.45990, 3.69576, -0.41663)  0.48
H (-3.09285, 3.06343, -0.71478)  0.40
H (-2.32131, 1.41485, -2.17477)  0.37
H (-0.88927, 2.44566, -2.30574)  0.33
H (-2.07500, -0.76140, -0.87532)  0.32
H (-0.83504, -0.67566, 0.37930)  0.36
H (-2.52723, 0.28845, 1.65775)  0.40
H (-3.49310, 0.73970, 0.23985)  0.30
H (-2.41337, 2.31927, 2.79531)  0.33
H (-3.65562, 2.97222, 1.70001)  0.33
H (-2.10773, 3.82091, 1.90948)  0.32

Properties
- SMILES string = CN1CCN(NC(=O)CSc2ccc(Cl)cc2Cl)CC1
- calculated total energy (hartree) = -2063.63328
- spin multiplicity = 1
- E_HOMO (eV) = -8.040
- gap between HOMO and LUMO (eV) = 8.643

---

# 4
The following is a quantum chemistry calculation of C3H8O in the gas phase, from OMol25.

Last column: Mulliken charge in e.
Geometry (Å):
C (0.55709, -1.30191, -1.15365)  -1.08
C (0.17402, 0.00460, -0.47856)  -0.23
O (-0.02239, -0.23109, 0.89808)  -0.31
C (0.07092, 0.94436, 1.65739)  -0.69
H (-0.31233, -1.93534, -1.34832)  0.27
H (1.06546, -1.10991, -2.10337)  0.34
H (1.24171, -1.85148, -0.50138)  0.30
H (-0.74059, 0.43063, -0.92481)  0.28
H (0.97619, 0.74790, -0.61620)  0.30
H (1.07426, 1.39326, 1.57273)  0.30
H (-0.66948, 1.69996, 1.35009)  0.28
H (-0.10774, 0.67672, 2.70173)  0.25

Properties
- SMILES string = CCOC
- calculated total energy (hartree) = -194.31451
- spin multiplicity = 1
- E_HOMO (eV) = -9.798
- ΔE to the lowest compared entry with this formula, charge and spin (eV) = 0.583
- gap between HOMO and LUMO (eV) = 10.988

---

Number 1: molar mass 747.4 g/mol. Number 2: molar mass 130.1 g/mol. Number 3: molar mass 334.3 g/mol. Number 4: molar mass 60.1 g/mol.